Record 1
Molecular formula: C5H9LaO2
Method: DFT, wB97M-V/def2-TZVPD

Structure (XYZ):
```
17
Properties=species:S:1:pos:R:3
C 2.2177 1.6209 0.3037
O 0.9514 1.0187 0.0263
C -0.0977 1.4522 0.8617
C -1.3155 0.7285 0.7405
O -1.2623 -0.0915 -0.2879
C -1.6976 -1.5423 -0.3155
C -0.6492 -2.2420 -1.1393
La 0.5945 -0.5453 -1.6081
H 2.9653 1.0791 -0.2842
H 2.2047 2.6759 0.0038
H 2.4414 1.5224 1.3730
H -0.1731 2.5406 0.9717
H -2.6966 -1.5057 -0.7641
H -1.7623 -1.8441 0.7364
H -1.0681 -2.6851 -2.0520
H -0.1280 -3.0195 -0.5647
H -0.5245 0.8371 1.9985
```

E_LUMO = -9.04 eV
Net charge = +2
E = -377.13088 Eh
HOMO = -16.75 eV
Frontier orbital gap = 7.7 eV



Record 2
Molecular formula: C4H5NO
Method: DFT, wB97M-V/def2-TZVPD

Structure (XYZ):
```
11
Properties=species:S:1:pos:R:3
C 0.7476 -1.5413 0.2714
C 0.2222 -0.2114 -0.1258
C -0.6054 0.8575 0.5800
O -1.7211 1.0957 -0.3207
C -0.4573 1.5306 -0.7211
N 0.3024 0.3621 -1.2730
H 1.5868 -1.8054 -0.3761
H -0.0401 -2.2913 0.1445
H 1.0683 -1.5662 1.3171
H -0.7785 1.0433 1.6398
H -0.3249 2.5266 -1.1361
```

E_LUMO = 0.99 eV
Net charge = 0
E = -285.29277 Eh
HOMO = -9.76 eV
Frontier orbital gap = 10.8 eV
Energy relative to the best compared isomer or geometry (same formula, charge and spin) = 76.4 kcal per mole



Record 3
Molecular formula: C24H26N4OS
Method: DFT, wB97M-V/def2-TZVPD

Structure (XYZ):
```
56
Properties=species:S:1:pos:R:3
C 3.3638 -6.8415 3.4640
C 2.5813 -5.5648 3.4247
C 2.4381 -4.7757 4.5573
C 1.6995 -3.6058 4.5183
C 1.0792 -3.2034 3.3453
C 0.2890 -1.9237 3.2756
N 0.9340 -0.9556 2.4075
C 0.4104 -0.5702 1.2324
O -0.6690 -0.9401 0.8124
C 1.2834 0.3999 0.4402
N 0.4887 0.9736 -0.6147
C 0.4059 2.3147 -0.7891
S 1.5233 3.3295 -0.0878
N -0.5793 2.7777 -1.5903
C -1.5009 1.8787 -2.2569
C -2.3991 1.1278 -1.2972
C -2.8422 -0.1504 -1.6129
C -3.6602 -0.8436 -0.7403
C -4.0403 -0.2683 0.4593
C -3.6061 1.0059 0.7789
C -2.7936 1.7033 -0.0961
C -0.7080 4.1907 -1.8868
C -0.2992 4.4891 -3.3022
C 1.0102 4.2720 -3.7211
C 1.3463 4.5323 -5.0375
C 0.3553 4.9973 -5.8905
N -0.8908 5.2077 -5.5050
C -1.2047 4.9595 -4.2460
C 1.2215 -3.9897 2.2076
C 1.9632 -5.1536 2.2481
H 3.9950 -6.8854 4.3480
H 3.9889 -6.9381 2.5784
H 2.6845 -7.6940 3.4867
H 2.9109 -5.0769 5.4812
H 1.6007 -3.0046 5.4113
H -0.6991 -2.1041 2.8427
H 0.1714 -1.4901 4.2735
H 1.8556 -0.6418 2.6685
H 1.6722 1.2014 1.0788
H 2.1350 -0.1496 0.0182
H -0.3465 0.4168 -0.7848
H -0.9455 1.1674 -2.8822
H -2.1161 2.4862 -2.9275
H -2.5358 -0.6059 -2.5444
H -3.9910 -1.8398 -0.9928
H -4.6682 -0.8147 1.1469
H -3.8958 1.4590 1.7156
H -2.4485 2.6937 0.1642
H -0.0559 4.7280 -1.1904
H -1.7450 4.4987 -1.7170
H 1.7470 3.9122 -3.0175
H 2.3532 4.3801 -5.3943
H 0.5644 5.2131 -6.9301
H -2.2367 5.1538 -3.9772
H 0.7413 -3.6817 1.2900
H 2.0640 -5.7567 1.3572
```

E_LUMO = 0.65 eV
Net charge = 0
E = -1622.64651 Eh
HOMO = -8.06 eV
Frontier orbital gap = 8.7 eV
SMILES = Cc1ccc(CNC(=O)CNC(=S)N(Cc2ccccc2)Cc2cccnc2)cc1
Energy relative to the best compared isomer or geometry (same formula, charge and spin) = 2.5 kcal per mole



Record 4
Molecular formula: C20H24CoN2
Method: DFT, wB97M-V/def2-TZVPD

Structure (XYZ):
```
47
Properties=species:S:1:pos:R:3
C 1.0901 4.0397 2.2409
C 0.9811 4.5120 0.8352
H 0.1260 3.6787 2.6317
H 1.4472 4.9040 2.8174
H 1.7624 3.1800 2.3737
H 0.8341 3.6942 0.1215
H 0.1890 5.2683 0.7447
H 1.8714 5.0510 0.4879
C 0.4393 -1.9029 2.2209
C 0.3690 -3.0657 2.9680
C 0.5729 -4.2946 2.3307
C 0.8538 -4.3700 0.9564
H 0.3426 -0.8933 2.6097
H 0.1622 -2.9832 4.0330
H 0.5231 -5.2139 2.9172
H 1.0474 -5.3153 0.4271
N 0.6410 -1.9950 0.8905
C 0.8711 -3.1751 0.2148
C 1.1429 -2.8981 -1.1830
N 1.0483 -1.5399 -1.4203
C 1.4115 -0.9656 -2.5859
C 1.9165 -3.1465 -3.4661
C 1.8860 -1.7521 -3.6181
H 1.3477 0.1211 -2.6145
H 2.2330 -1.2688 -4.5239
C 1.5458 -3.7250 -2.2423
H 1.5707 -4.8058 -2.0651
H 2.2347 -3.7770 -4.2988
Co 0.7443 -0.4093 -0.0165
C 2.5709 0.1354 0.2009
H 3.1804 -0.1783 -0.6518
H 2.9964 -0.3299 1.0972
H 2.6195 1.2288 0.2997
C -1.2027 -0.0177 -0.3528
C -2.2517 1.0510 -0.2729
C -3.4157 0.8346 -1.0461
C -4.4665 1.7437 -1.0893
C -4.3800 2.9339 -0.3552
C -3.2628 3.1435 0.4672
C -2.2257 2.2027 0.5440
H -1.5962 -0.8893 0.2005
H -1.1550 -0.3345 -1.4106
H -3.4856 -0.0920 -1.6201
H -5.3545 1.5307 -1.6935
H -5.1815 3.6664 -0.4124
H -3.1970 4.0565 1.0616
H -1.3977 2.3624 1.2469
```

E_LUMO (spin up / spin down) = -0.71 / -0.99 eV
Spin multiplicity = 4
Net charge = 0
E = -2268.63485 Eh
HOMO (spin up / spin down) = -6.93 / -7.41 eV
Frontier orbital gap (spin up / spin down) = 6.2 / 6.4 eV



> Look up the net charge of the third one.

0